ORCA calculation (the ωB97M-V functional and the def2-TZVPD basis) on a 7-piece molecular cluster, C24H47NO20S3 overall at a distorted geometry.

Last column: Mulliken charge in e.
Geometry (Å):
O 1.457 1.779 -1.112  -0.509
N 1.933 0.943 -1.868  1.082
O 3.112 0.912 -2.152  -0.634
C 1.065 -0.036 -2.522  -0.284
C 1.658 -0.896 -3.427  -0.540
C 0.883 -1.834 -4.044  -0.451
C -0.473 -1.936 -3.752  -0.295
C -1.031 -1.115 -2.765  -0.871
C -0.253 -0.172 -2.126  -0.040
H 2.714 -0.859 -3.641  0.533
H 1.266 -2.518 -4.793  0.477
H -1.138 -2.602 -4.279  0.368
H -2.063 -1.257 -2.486  0.457
H -0.684 0.424 -1.336  0.648
C -4.229 -3.770 1.308  -1.354
C -2.818 -3.164 1.156  0.074
O -2.041 -3.935 0.224  -0.237
S -0.826 -4.764 0.826  1.235
C 0.386 -3.495 1.059  -0.753
O -1.223 -5.274 2.086  -0.665
O -0.412 -5.642 -0.206  -0.643
H -4.237 -4.477 2.138  0.319
H -4.554 -4.210 0.370  0.329
H -4.889 -2.967 1.642  0.354
H -2.964 -2.169 0.745  0.032
H -2.409 -3.086 2.161  0.433
H 0.656 -3.164 0.058  0.272
H 1.227 -4.012 1.507  0.448
H -0.086 -2.697 1.620  0.163
C -3.176 2.314 5.679  -1.240
C -3.506 1.193 4.768  -0.177
O -2.494 1.127 3.710  -0.225
S -2.909 0.491 2.334  0.939
C -3.716 1.846 1.523  -0.985
O -1.703 0.196 1.649  -0.349
O -3.822 -0.563 2.568  -0.648
H -2.123 2.264 5.970  0.307
H -3.677 2.152 6.637  0.376
H -3.406 3.309 5.308  0.303
H -3.488 0.254 5.323  0.274
H -4.494 1.274 4.312  0.355
H -4.656 2.006 2.041  0.542
H -3.833 1.483 0.505  0.268
H -3.069 2.715 1.588  0.268
C 4.986 5.533 4.186  -1.239
C 5.678 5.123 2.935  -0.229
O 5.130 3.877 2.493  -0.151
S 5.439 3.433 1.006  1.203
C 3.810 3.027 0.414  -0.752
O 5.943 4.525 0.244  -0.696
O 6.179 2.228 1.036  -0.652
H 5.388 6.468 4.566  0.374
H 4.986 4.769 4.962  0.311
H 3.931 5.707 3.948  0.306
H 5.462 5.882 2.183  0.338
H 6.756 5.071 3.077  0.326
H 3.140 3.654 1.005  0.349
H 3.598 2.008 0.714  0.026
H 3.768 3.228 -0.644  0.420
C -0.931 3.670 -0.188  -0.388
O -2.191 4.128 -0.671  -0.354
C -2.882 3.309 -1.442  0.856
O -2.529 2.248 -1.871  -0.487
O -4.068 3.865 -1.639  -0.373
C -4.965 3.189 -2.470  -0.703
H -0.207 3.476 -0.968  0.315
H -1.023 2.881 0.558  0.013
H -0.564 4.529 0.379  0.277
H -4.756 2.131 -2.598  0.306
H -5.064 3.711 -3.421  0.288
H -5.954 3.269 -2.007  0.271
C -2.493 -5.049 -4.945  -0.652
O -2.210 -4.646 -6.300  -0.374
C -0.943 -4.464 -6.609  0.954
O -0.024 -4.500 -5.854  -0.565
O -0.875 -4.215 -7.917  -0.370
C 0.399 -3.787 -8.380  -0.645
H -3.399 -4.523 -4.648  0.230
H -1.686 -4.792 -4.267  0.348
H -2.675 -6.122 -4.924  0.308
H 1.177 -4.404 -7.941  0.307
H 0.555 -2.723 -8.218  0.273
H 0.394 -3.959 -9.455  0.237
C 1.585 0.508 2.280  -0.503
O 2.970 0.491 2.647  -0.287
C 3.590 -0.680 2.665  0.815
O 3.182 -1.702 2.157  -0.583
O 4.731 -0.504 3.315  -0.318
C 5.584 -1.625 3.439  -0.720
H 0.970 0.179 3.112  0.475
H 1.410 -0.130 1.408  0.217
H 1.355 1.509 1.927  0.083
H 6.592 -1.368 3.136  0.254
H 5.220 -2.460 2.831  0.329
H 5.580 -2.040 4.451  0.273

Properties
2S+1: 1
Charge: 0
Maximum force (Eh/bohr): 0.03666
Gap between HOMO and LUMO (eV): 9.479
Total energy (eV): -100591.744
SMILES: O=[N+]([O-])c1ccccc1.CCOS(C)(=O)=O.CCOS(C)(=O)=O.CCOS(C)(=O)=O.COC(=O)OC.COC(=O)OC.COC(=O)OC